# 1
A 2-piece molecular cluster, C4H7NO overall, computed with the ωB97M-V functional and the def2-TZVPD basis.

Last column: Löwdin charge in e.
Cartesian coordinates (Å):
C (-3.92, 0.40, -0.89)  0.014
C (-0.82, -0.30, 0.80)  -0.478
C (-0.66, -0.25, -0.79)  -0.067
C (0.39, 0.34, 1.46)  -0.053
N (-1.70, -1.08, 1.17)  0.121
O (-4.05, -0.27, -1.82)  0.001
H (-1.76, -1.35, 2.15)  0.056
H (-0.84, 0.76, -1.12)  0.056
H (-1.43, -0.82, -1.26)  0.030
H (0.35, -0.65, -1.01)  0.076
H (1.23, -0.12, 1.00)  0.052
H (0.31, 0.02, 2.54)  0.085
H (0.29, 1.48, 1.44)  0.108

highest occupied orbital energy	-9.4	eV
E_tot	-286.56369	Eh
relative energy (zero: lowest compared OMol25 entry of this formula, charge and spin)	42.6	kcal/mol
gap between HOMO and LUMO	10.39	eV
total charge	0

***

# 2
An isolated ion of composition C3H12N2 and charge +2, computed with the ωB97M-V functional and the def2-TZVPD basis.

Last column: Löwdin charge in e.
Cartesian coordinates (Å):
C (-0.61, 0.96, 0.90)  -0.148
C (0.08, -0.40, 0.52)  -0.188
C (0.31, -0.62, -0.95)  -0.185
N (-0.10, -2.00, -1.39)  0.147
N (0.30, 2.15, 1.01)  0.151
H (-1.10, 0.81, 1.91)  0.157
H (-1.45, 1.12, 0.12)  0.162
H (-0.40, -1.31, 0.97)  0.145
H (1.02, -0.50, 1.01)  0.111
H (-0.46, 0.14, -1.47)  0.167
H (1.42, -0.43, -1.41)  0.199
H (-0.49, -2.22, -2.37)  0.221
H (0.73, -2.60, -1.34)  0.162
H (-0.80, -2.48, -0.65)  0.234
H (-0.35, 2.95, 0.89)  0.180
H (1.03, 2.12, 0.22)  0.202
H (0.86, 2.30, 2.02)  0.283

SMILES	[NH3+]CCC[NH3+]
highest occupied orbital energy	-21.0	eV
E_tot	-230.32365	Eh
relative energy (zero: lowest compared OMol25 entry of this formula, charge and spin)	41.7	kcal/mol
gap between HOMO and LUMO	13.65	eV
total charge	+2

***

# 3
C36H41GeN5O2PtS2Se as an isolated structure, computed with the ωB97M-V functional and the def2-TZVPD basis.

Last column: Löwdin charge in e.
Cartesian coordinates (Å):
Pt (-0.64, -0.52, -0.28)  0.508
C (-0.79, -0.28, 3.50)  -0.075
O (-0.42, -1.07, 2.38)  -0.307
C (-0.90, -2.40, 2.42)  -0.161
C (-2.30, -2.54, 1.82)  -0.168
O (-2.21, -2.27, 0.43)  -0.363
C (-3.36, -2.68, -0.29)  -0.083
H (-1.86, -0.34, 3.70)  0.089
H (-0.52, 0.74, 3.27)  0.076
H (-0.23, -0.60, 4.38)  0.115
H (-0.89, -2.78, 3.45)  0.152
H (-0.20, -3.00, 1.83)  0.123
H (-2.99, -1.84, 2.30)  0.128
H (-2.66, -3.56, 1.98)  0.150
H (-3.48, -3.77, -0.23)  0.115
H (-3.22, -2.40, -1.33)  0.058
H (-4.27, -2.20, 0.10)  0.108
C (1.15, 2.34, 1.07)  -0.191
Ge (1.43, 0.42, 0.57)  0.930
C (2.73, 0.61, -1.00)  -0.306
C (2.21, 0.64, -2.28)  -0.180
C (3.04, 0.91, -3.36)  -0.084
C (4.39, 1.16, -3.14)  -0.063
C (4.90, 1.14, -1.85)  -0.050
C (4.07, 0.84, -0.78)  -0.088
C (2.56, -0.52, 1.95)  -0.241
C (3.12, 0.26, 2.94)  -0.097
C (3.88, -0.31, 3.96)  -0.044
C (4.16, -1.66, 3.95)  0.013
C (3.65, -2.49, 2.94)  -0.148
C (3.94, -3.87, 2.89)  0.009
C (3.43, -4.66, 1.88)  -0.048
C (2.58, -4.11, 0.93)  -0.067
C (2.28, -2.76, 0.95)  -0.096
C (2.82, -1.91, 1.93)  -0.192
H (2.06, 2.91, 0.92)  0.047
H (0.82, 2.46, 2.10)  0.020
H (0.38, 2.75, 0.41)  -0.023
H (1.15, 0.48, -2.44)  0.032
H (2.63, 0.95, -4.36)  0.110
H (5.04, 1.36, -3.98)  0.118
H (5.94, 1.36, -1.67)  0.119
H (4.48, 0.81, 0.22)  0.106
H (2.97, 1.33, 2.94)  0.099
H (4.26, 0.33, 4.75)  0.119
H (4.82, -2.08, 4.70)  0.128
H (4.55, -4.30, 3.66)  0.128
H (3.68, -5.71, 1.84)  0.117
H (2.15, -4.75, 0.17)  0.108
H (1.59, -2.33, 0.23)  0.038
C (-4.91, 5.40, 3.11)  0.023
C (-3.89, 4.83, 2.21)  -0.217
C (-2.91, 5.59, 1.60)  0.077
C (-1.98, 4.96, 0.75)  -0.256
N (-2.01, 3.64, 0.56)  0.073
C (-2.93, 2.92, 1.17)  -0.734
S (-2.98, 1.23, 1.00)  0.758
N (-3.87, 3.50, 1.97)  0.140
C (-0.91, 5.74, 0.10)  0.011
H (-4.88, 6.49, 3.09)  0.106
H (-4.74, 5.07, 4.13)  0.115
H (-5.91, 5.08, 2.83)  0.110
H (-2.86, 6.65, 1.77)  0.141
H (-4.58, 2.91, 2.39)  0.169
H (-1.14, 6.81, 0.10)  0.100
H (-0.73, 5.41, -0.92)  0.099
H (0.02, 5.60, 0.65)  0.107
S (-0.49, -2.27, -2.15)  0.814
C (0.80, -2.53, -3.22)  -0.716
N (2.11, -2.51, -2.83)  0.132
C (3.10, -2.82, -3.69)  0.008
C (2.79, -3.18, -4.98)  0.037
C (1.42, -3.18, -5.32)  -0.034
N (0.48, -2.85, -4.47)  0.096
H (2.33, -2.27, -1.86)  0.132
H (4.12, -2.79, -3.33)  0.156
H (3.55, -3.45, -5.69)  0.133
H (1.08, -3.46, -6.31)  0.141
Se (-1.69, 1.41, -1.62)  0.956
C (-3.03, 0.46, -2.61)  -0.579
C (-2.78, 0.05, -3.92)  -0.089
C (-3.80, -0.61, -4.59)  -0.095
N (-4.96, -0.84, -4.02)  0.104
C (-5.23, -0.45, -2.80)  -0.104
C (-4.28, 0.22, -2.04)  -0.120
H (-1.85, 0.25, -4.42)  0.109
H (-3.69, -0.94, -5.62)  0.130
H (-6.22, -0.66, -2.42)  0.129
H (-4.52, 0.55, -1.04)  0.050

highest occupied orbital energy (spin up / spin down)	-14.7 / -14.7	eV
E_tot	-7213.69703	Eh
relative energy (zero: lowest compared OMol25 entry of this formula, charge and spin)	89.6	kcal/mol
2S+1	2
gap between HOMO and LUMO (spin up / spin down)	3.44 / 3.56	eV
total charge	+3
expectation value of S²	0.804

***

# 4
C4H12N2 as an isolated structure, computed with the ωB97M-V functional and the def2-TZVPD basis.

Last column: Löwdin charge in e.
Cartesian coordinates (Å):
C (0.14, 1.03, 1.16)  -0.319
N (-0.87, 1.84, 0.47)  -0.033
C (-0.32, -0.43, 1.17)  -0.272
C (-0.56, -1.07, -0.18)  -0.311
C (0.72, -1.16, -1.06)  -0.318
N (0.57, 0.56, -1.82)  -0.211
H (1.15, 1.09, 0.73)  0.084
H (0.27, 1.46, 2.18)  0.094
H (-1.02, 2.73, 0.91)  0.030
H (-0.60, 1.93, -0.51)  -0.004
H (0.38, -0.98, 1.82)  0.080
H (-1.25, -0.60, 1.75)  0.094
H (-0.89, -2.11, 0.02)  0.076
H (-1.42, -0.59, -0.66)  0.085
H (1.46, -1.53, -0.27)  0.037
H (1.49, -0.20, -1.37)  -0.016
H (0.27, 0.07, -2.66)  -0.127
H (0.49, -2.04, -1.67)  0.032

highest occupied orbital energy (spin up / spin down)	0.5 / -2.3	eV
E_tot	-268.90866	Eh
relative energy (zero: lowest compared OMol25 entry of this formula, charge and spin)	91.0	kcal/mol
2S+1	2
gap between HOMO and LUMO (spin up / spin down)	3.83 / 6.63	eV
total charge	-1
expectation value of S²	0.755

***

# 5
One molecule with the formula C10H14N2, computed with the ωB97M-V functional and the def2-TZVPD basis.

Last column: Löwdin charge in e.
Cartesian coordinates (Å):
C (-2.95, -1.04, -1.25)  -0.136
N (-2.64, 0.36, -1.06)  -0.135
H (-3.18, 0.91, -1.72)  0.103
C (-2.90, 0.85, 0.28)  -0.259
C (-1.87, 0.31, 1.28)  -0.199
C (-0.48, 0.61, 0.83)  -0.100
C (0.48, -0.31, 0.70)  -0.067
C (1.85, -0.08, 0.27)  -0.206
C (2.80, -1.10, 0.39)  -0.033
C (4.10, -0.87, -0.02)  -0.067
C (4.42, 0.37, -0.53)  -0.161
N (3.54, 1.35, -0.66)  0.056
C (2.30, 1.13, -0.28)  -0.099
H (1.62, 1.96, -0.42)  0.108
H (5.43, 0.61, -0.86)  0.100
H (4.85, -1.65, 0.07)  0.099
H (2.51, -2.06, 0.79)  0.110
H (0.26, -1.34, 0.96)  0.110
H (-0.28, 1.64, 0.59)  0.108
H (-2.00, -0.76, 1.43)  0.103
H (-2.05, 0.81, 2.24)  0.115
H (-3.91, 0.58, 0.64)  0.111
H (-2.83, 1.94, 0.25)  0.114
H (-2.24, -1.64, -0.69)  0.068
H (-3.97, -1.31, -0.92)  0.079
H (-2.85, -1.29, -2.30)  0.078

SMILES	CNCC/C=C/c1cccnc1
highest occupied orbital energy	-8.5	eV
E_tot	-498.92767	Eh
relative energy (zero: lowest compared OMol25 entry of this formula, charge and spin)	15.5	kcal/mol
gap between HOMO and LUMO	9.33	eV
total charge	0

***

# 6
C7H15NO as an isolated structure, computed with the ωB97M-V functional and the def2-TZVPD basis.

Last column: Löwdin charge in e.
Cartesian coordinates (Å):
C (-1.23, 1.12, -0.35)  -0.138
C (0.59, 0.07, -1.90)  -0.073
C (-1.72, 1.61, 0.99)  -0.135
C (0.50, 0.26, -0.39)  -0.383
C (1.31, 1.16, 0.26)  0.042
H (-0.87, 1.96, -0.96)  0.078
H (-1.95, 0.55, -0.91)  0.079
H (1.55, -0.38, -2.15)  0.079
H (-0.21, -0.58, -2.25)  0.082
H (0.54, 1.02, -2.43)  0.081
H (-0.94, 2.10, 1.57)  0.068
H (-2.51, 2.35, 0.84)  0.075
H (-2.15, 0.80, 1.59)  0.060
H (1.76, 0.98, 1.22)  0.070
H (1.43, 2.18, -0.11)  0.077
C (1.27, -2.27, -0.01)  -0.011
C (0.26, -1.20, 0.42)  -0.610
O (0.49, -0.99, 1.82)  -0.033
N (-1.06, -1.48, 0.09)  0.196
H (0.05, -0.18, 2.10)  0.072
H (-1.63, -1.46, 0.93)  0.070
H (1.15, -2.49, -1.07)  0.076
H (1.07, -3.18, 0.55)  0.084
H (2.29, -1.95, 0.17)  0.091

highest occupied orbital energy (spin up / spin down)	-7.5 / -9.3	eV
E_tot	-405.53840	Eh
relative energy (zero: lowest compared OMol25 entry of this formula, charge and spin)	124.8	kcal/mol
gap between HOMO and LUMO (spin up / spin down)	7.26 / 9.26	eV
total charge	0

***

# 7
One molecule with the formula C6H16N2, computed with the ωB97M-V functional and the def2-TZVPD basis.

Last column: Löwdin charge in e.
Cartesian coordinates (Å):
C (-1.08, -2.58, 0.07)  -0.249
C (-1.53, -2.23, -1.34)  -0.126
C (-0.80, -1.32, 0.91)  -0.243
N (0.58, -0.87, 0.64)  -0.081
C (0.90, 0.44, 1.21)  -0.238
C (1.73, 1.25, 0.23)  -0.240
N (0.90, 1.91, -0.77)  -0.139
C (0.19, 3.08, -0.29)  -0.135
H (-0.13, -3.10, -0.04)  0.101
H (-1.77, -3.26, 0.57)  0.099
H (-2.60, -1.98, -1.39)  0.070
H (-0.98, -1.39, -1.78)  0.067
H (-1.40, -3.05, -2.05)  0.065
H (-0.80, -1.58, 1.96)  0.113
H (-1.51, -0.56, 0.59)  0.113
H (0.70, -0.78, -0.37)  0.084
H (1.52, 0.31, 2.11)  0.112
H (-0.02, 0.91, 1.52)  0.089
H (2.38, 0.55, -0.28)  0.114
H (2.34, 1.99, 0.76)  0.110
H (1.40, 2.07, -1.63)  0.098
H (0.84, 3.97, -0.20)  0.076
H (-0.31, 2.85, 0.64)  0.067
H (-0.55, 3.37, -1.04)  0.075

SMILES	CCCNCCNC
highest occupied orbital energy	-8.6	eV
E_tot	-347.68555	Eh
relative energy (zero: lowest compared OMol25 entry of this formula, charge and spin)	24.6	kcal/mol
gap between HOMO and LUMO	9.79	eV
total charge	0